Formula: C32H56F12O20S4V
Source: OMol25
Level of theory: ωB97M-V with the def2-TZVPD basis set

```
! wB97M-V def2-TZVPD RIJCOSX def2/J DEFGRID3
* xyz -2 2
H -1.40176 2.47552 6.95871
F 2.45640 -4.85942 -2.98284
S 2.99294 3.76914 0.26147
H -4.11256 -0.86001 3.12161
O -3.26607 -1.19560 -2.33676
H 3.40407 -2.55922 1.66968
C -2.02474 -0.89397 0.54637
H 4.69398 -0.00050 0.52148
F 4.06075 -3.62522 -2.14451
O 0.43984 0.83444 -0.50245
C -1.81328 3.16740 0.15257
C 1.95242 -0.43580 1.77324
H -4.16654 0.22457 1.70444
C -2.19913 0.20581 2.66786
F 7.18115 0.58309 -3.52989
H -3.04334 4.80950 0.88450
H 0.58590 1.26271 7.25464
F 3.46455 2.47371 2.61874
H -1.48418 -1.00045 -4.70881
H -1.65999 2.37684 0.88715
C -3.33420 2.55333 -1.48989
H 1.31960 -1.06826 -4.41073
C -0.69345 -5.99694 3.89055
O -1.35368 -0.11613 1.50901
F 5.69689 -0.83016 -2.62506
O 2.45543 2.51507 -0.30368
O 0.37236 0.40450 -3.27979
O 4.47377 1.38924 -4.70329
H -2.33005 -2.89345 -1.45737
H -3.88019 -2.03058 0.84052
S 1.29960 3.99564 -3.29057
O 1.98808 4.62456 0.87159
H 1.23593 -1.23081 1.56661
H -5.09839 -0.18317 -2.39519
H -0.35385 -3.17533 3.85352
H -4.49914 -0.96691 -3.94118
C -1.34611 -4.93925 3.02121
H -2.29589 -2.71738 -3.27901
H 0.24871 1.19388 -6.05514
H -0.49306 -3.15827 2.12734
C -5.23361 -2.30850 -2.37890
H 3.65651 0.00275 3.13907
H -2.01799 0.54266 -5.46835
O -1.32150 1.96722 4.99088
F 5.10104 2.34559 1.23419
H -3.32007 4.65103 -1.64718
H -2.23873 1.01219 6.55772
H -3.39665 2.40967 -2.56857
H -0.90280 3.76607 0.12573
H -0.21186 -0.25168 6.77802
H 4.03172 -1.31661 -0.39816
O 1.05670 2.83063 -2.44674
C -3.53462 -0.43196 2.30255
H -1.72716 -0.24053 3.54315
C 3.09602 -0.81966 2.69456
V 1.66435 0.89192 -1.46699
H -2.61046 -2.35335 1.99367
H 0.17772 -0.57947 -6.31653
O 1.03055 3.65957 -4.68364
O -1.95142 2.53543 -1.11774
F -1.25609 4.71174 -2.90708
C 0.99809 -4.61725 2.99608
C 6.11790 0.46395 -2.69240
H 1.69984 0.97152 5.35192
H 0.25419 2.17386 3.49785
F 3.02928 -3.04271 -4.02841
H -0.96639 -5.85171 4.93578
H 4.95574 -1.77609 2.10110
C -3.75767 3.87299 -1.02168
F 4.87352 4.13699 2.27138
H -1.11937 1.80155 -3.68951
C 4.19314 3.15602 1.70745
S 1.52693 -2.62130 -1.81995
O 5.03920 2.98088 -2.91237
O 2.61280 -0.05210 0.55415
H 1.69498 -4.10498 3.65941
C -0.06840 5.28926 -2.71009
C 0.00008 2.14749 4.55749
C -0.98716 0.72716 -3.56185
O 3.44251 1.21524 -2.50153
O 3.85911 4.48606 -0.72709
H 0.42397 3.07378 4.94531
C -2.86866 -2.60149 -2.35890
O 0.68356 -5.84636 3.67875
H -3.78302 3.20148 1.01637
H -3.89126 1.68486 -1.13839
C 3.93713 -1.61182 1.74958
C 1.13017 0.00400 -4.46059
C -0.35006 -3.82462 2.97801
C 3.88780 -0.73405 0.51179
F 0.10486 5.50607 -1.40784
H 2.69907 -1.46151 3.48104
O 1.94259 -1.20956 -1.79681
C -0.06197 0.79501 6.51327
H -4.32247 -4.14797 -1.67894
C 2.90623 -3.61582 -2.81366
O 2.64012 4.58099 -3.05960
H 0.43964 0.04315 4.45862
H -6.11706 -2.58762 -2.95310
F -0.01711 6.40230 -3.41520
H 1.36159 0.37000 2.20880
S 4.66512 1.56725 -3.25966
C -1.22856 0.03995 -4.90962
H -0.94470 -7.00662 3.56572
C -3.09853 -1.55577 1.43353
C 0.63741 0.88269 5.12507
H -2.30541 1.27723 2.83771
H -5.47234 -2.09497 -1.33702
H -2.26669 -4.53645 3.44356
C -4.59883 -1.03434 -2.85785
H -2.43992 -0.28045 -0.25321
H 1.96582 0.66349 -4.69482
C -3.18842 3.85518 0.37822
C -1.33254 1.57864 6.34315
H -1.67436 0.45143 -2.76196
H 1.40738 -4.92831 2.03492
H -1.57508 -5.41422 2.06722
F 6.45993 0.81927 -1.46167
H -4.20656 -3.95716 -3.35580
O 1.45086 -3.29936 -0.49027
C -4.19612 -3.37339 -2.43536
H -1.26995 -1.57021 0.14502
O 0.23904 -2.71043 -2.51307
H -4.84361 3.87929 -1.11544
C 0.10764 0.22235 -5.58150
*
```

Results
LUMO energy (spin up / spin down)   3.56 / 3.56 eV
<S²>   0.776
ΔE to the lowest compared entry with this formula, charge and spin   0.00 kJ/mol
Highest occupied orbital energy (spin up / spin down)   -3.7 / -3.7 eV

Atom charges from the Löwdin analysis, given in e for atoms 1 to 99: 0.111, 0.123, 0.582, 0.109, -0.189, 0.107, -0.196, 0.112, 0.136, -0.196, -0.156, -0.169, 0.112, -0.151, 0.110, 0.107, 0.103, 0.092, 0.101, 0.094, -0.240, 0.104, -0.237, -0.170, 0.090, -0.396, -0.229, -0.319, 0.108, 0.104, 0.556, -0.327, 0.114, 0.114, 0.112, 0.120, -0.191, 0.104, 0.115, 0.097, -0.201, 0.109, 0.112, -0.161, 0.141, 0.111, 0.116, 0.121, 0.117, 0.103, 0.102, -0.371, -0.169, 0.106, -0.179, 1.055, 0.091, 0.107, -0.327, -0.154, 0.110, -0.150, -0.604, 0.110, 0.126, 0.118, 0.109, 0.116, -0.190, 0.132, 0.113, -0.650, 0.588, -0.308, -0.214, 0.107, -0.633, -0.198, -0.166, -0.394, -0.322, 0.124, -0.148, -0.157, 0.099, 0.105, -0.163, -0.127, -0.157, -0.161, 0.131, 0.102, -0.375, -0.162, 0.105, -0.606, -0.306, 0.095, 0.110

=====

Formula: C21H35NO5
Source: OMol25
Level of theory: ωB97M-V with the def2-TZVPD basis set

```
! wB97M-V def2-TZVPD RIJCOSX def2/J DEFGRID3
* xyz 0 1
H -2.23183 3.94050 -2.86787
O 1.28345 -3.09818 -1.18261
H -3.18308 1.52737 -2.59157
H 3.09458 -2.13381 -0.01019
C 0.64104 0.76038 -0.12163
H 3.63581 3.18065 1.08597
C 2.85426 -1.83386 1.00614
H 2.53801 -0.79315 1.00470
H 1.88450 1.25259 -4.06495
C 0.72141 1.33386 1.11580
N -0.50738 0.02532 -0.20542
C -0.89288 -0.76697 -1.34680
H -1.20628 -2.84985 -1.83981
C -2.08607 0.71060 3.74505
C -1.43142 3.75951 -3.59155
C 2.11373 -4.19029 1.51703
H 0.69774 0.32138 -5.02264
H 2.33232 -4.48413 0.49384
C 0.41664 -2.68253 -0.45805
H 1.33858 3.14803 2.00139
C -0.78467 1.27826 3.19610
C -1.17223 0.11527 0.96122
H -2.36527 1.29903 4.62082
C -0.95564 -2.25718 -0.96094
O -0.06891 1.97433 3.89166
H 3.39331 1.60656 0.32917
H 2.47871 3.00778 -0.23499
O 0.01106 1.30505 -3.33507
H 0.59761 -2.88686 3.39942
H 0.71810 2.10054 -5.11717
H -2.82090 -1.14697 4.57071
C 0.86920 1.24356 -4.45564
H -3.00262 -0.37247 -1.15509
H -2.87658 0.79298 2.99853
C 1.41242 -2.28451 3.00627
C 1.74143 -2.70983 1.57642
H -1.69730 -2.41517 -0.17900
H 1.11312 -1.23969 3.02313
H -2.10523 -0.38920 1.11281
C -0.44999 0.91842 1.82869
H 2.22598 1.74454 2.54421
H 1.29296 -4.79910 1.89073
C 2.89330 2.52006 0.64444
H -1.60605 0.60123 -4.40318
H 1.29661 0.82689 -0.96592
C -1.35060 1.37976 -3.66222
C -2.17138 1.17608 -2.38148
H -0.11432 -0.63288 -2.10336
O -1.66417 2.57396 -4.33076
H -1.12075 -0.82216 4.91795
C -2.23013 -0.28012 -1.92108
H 2.99219 -4.37030 2.13001
O 0.50198 -2.48714 0.84714
H -0.47320 3.71263 -3.06806
H 2.28402 -2.41349 3.64069
H -1.74090 1.79299 -1.59154
H -1.60016 -1.35695 3.30711
H 3.74373 -1.93338 1.62168
H -2.51049 -0.92013 -2.75920
C -1.89585 -0.74891 4.15848
H -1.41327 4.56877 -4.31900
C 1.79559 2.21681 1.65629
*
```

Results
LUMO energy   0.65 eV
SMILES string   CCC(=O)c1cn([C@H](CCC(OC)OC)CC(=O)OC(C)(C)C)cc1CC
ΔE to the lowest compared entry with this formula, charge and spin   0.00 kJ/mol
Highest occupied orbital energy   -8.4 eV

In elementary charge units, the Löwdin charges are: 0.088, 0.113, 0.130, 0.084, -0.027, 0.071, -0.007, 0.069, 0.093, -0.169, -0.056, -0.260, 0.132, -0.170, -0.082, -0.016, 0.096, 0.081, -0.490, 0.117, -0.379, -0.018, 0.115, -0.018, 0.082, 0.066, 0.072, -0.161, 0.087, 0.093, 0.072, -0.068, 0.117, 0.106, -0.011, -0.549, 0.125, 0.077, 0.133, -0.109, 0.116, 0.091, -0.103, 0.165, 0.130, -0.416, -0.100, 0.151, -0.129, 0.081, -0.120, 0.090, 0.035, 0.094, 0.093, 0.123, 0.055, 0.094, 0.124, -0.089, 0.092, -0.204